1.
# C4H10O3

A 3-piece molecular cluster, C4H10O3 overall (wB97M-V/def2-TZVPD, the Open Molecules 2025 dataset).

```
17
Properties=species:S:1:pos:R:3:nbo_charge:R:1
C 2.3660 -0.3008 0.8126 -0.4331
C 1.0258 0.0190 0.6108 0.2645
O -0.0281 -0.5742 1.2176 -0.6856
C 0.7679 1.0147 -0.3791 -0.2556
C 1.3965 1.0775 -1.5953 -0.3528
H 2.5819 -0.9052 1.5725 0.1893
H 3.1568 -0.0449 0.0906 0.2044
H -0.4667 0.0228 1.6825 0.4867
H -0.0275 1.6386 -0.3080 0.1967
H 2.3750 0.6239 -1.8501 0.1960
H 1.0555 1.7946 -2.2632 0.1869
H -2.6507 0.0765 0.5900 0.4691
H -2.7742 -0.8818 1.7343 0.4758
O -2.6635 0.0685 1.5556 -0.9418
H -1.7633 -1.3809 -0.4304 0.4694
H -2.0972 -0.7068 -1.7583 0.4678
O -2.2544 -1.5416 -1.2821 -0.9377
```

Summary:
**Molecular weight**: 106.12 u
**Lowest unoccupied orbital energy**: 0.55 eV
**ΔE to the lowest compared entry with this formula, charge and spin**: 3.258 eV

***

2.
# C2H3FLaO

C2H3FLaO as an isolated structure (wB97M-V/def2-TZVPD, the Open Molecules 2025 dataset).

```
8
Properties=species:S:1:pos:R:3:mulliken_spin:R:1
H 0.5624 -0.2361 -1.3269 0.0011
C -0.3192 -0.6069 -0.5630 0.0039
C 0.5403 -0.3913 0.6219 0.0055
O 0.9217 0.8022 0.5979 -0.0036
H -0.8901 -1.5401 -0.4876 -0.0016
F -1.2394 0.4520 -0.5711 -0.0005
H 1.2500 -1.1989 0.8605 0.0001
La -0.8258 2.7192 0.8683 0.9951
```

Summary:
**Molecular weight**: 200.95 u
**Lowest unoccupied orbital energy (spin up / spin down)**: -9.72 / -9.72 eV
**2S+1**: 2
**Net charge**: +2
**ΔE to the lowest compared entry with this formula, charge and spin**: 0.000 eV
**⟨S²⟩**: 0.75

***

3.
# C25H41N2PZn

C25H41N2PZn as an isolated structure (wB97M-V/def2-TZVPD, the Open Molecules 2025 dataset).

```
70
Properties=species:S:1:pos:R:3:nbo_charge:R:1
C 1.1673 2.3838 -3.6546 -0.2207
C -0.1130 1.9226 -3.3290 -0.2294
C -0.3324 1.0021 -2.2838 -0.0201
C 0.7762 0.5377 -1.5224 -0.5748
C 2.0826 0.9586 -1.9140 -0.0848
C 2.2708 1.8789 -2.9597 -0.2454
C -1.7434 0.4833 -2.0767 -0.4522
C -1.7714 -1.0232 -1.7647 -0.1692
N -2.0012 -1.8520 -2.9460 -0.4426
Zn 0.6859 -0.8348 0.0060 1.5314
C 3.2806 0.2916 -1.2608 -0.7160
P 2.7200 -1.4610 -0.9882 0.7369
H -0.9774 2.2740 -3.9054 0.2011
H 3.2869 2.1850 -3.2357 0.1985
H 1.3057 3.1051 -4.4672 0.2092
H 3.4992 0.7080 -0.2589 0.2383
H 4.1946 0.3674 -1.8775 0.2326
H -2.2302 1.0010 -1.2371 0.2548
H -2.3331 0.7010 -2.9842 0.2134
H -0.8399 -1.3156 -1.2162 0.0922
C 4.0861 -2.3025 -0.0772 -0.9499
C 2.7810 -2.2058 -2.6738 -0.9346
H -2.6193 -1.2011 -1.0732 0.2193
C -0.8358 -1.9715 -3.8100 -0.4167
C -2.5488 -3.1521 -2.5913 -0.4069
H 0.8714 -1.7732 1.5395 0.0165
H -1.0988 -2.5599 -4.7065 0.1995
H -0.5049 -0.9748 -4.1452 0.2195
H 0.0319 -2.4732 -3.3120 0.1502
H -2.7943 -3.7169 -3.5083 0.2011
H -1.8502 -3.7791 -1.9821 0.1520
H -3.4766 -3.0143 -2.0089 0.2024
H 3.7983 -2.1646 -3.1015 0.2346
H 2.4424 -3.2543 -2.6249 0.2393
H 2.0855 -1.6393 -3.3147 0.2650
H 5.0430 -2.2187 -0.6221 0.2305
H 4.1909 -1.8388 0.9179 0.2401
H 3.8392 -3.3694 0.0570 0.2385
H 0.3812 -2.2611 1.0675 0.0187
C 1.5570 0.7019 5.0404 -0.6320
C 0.9591 1.3756 3.8282 -0.0086
C 0.8094 2.7526 3.7790 -0.2562
C 0.1673 3.3602 2.6863 0.0043
C -0.0013 4.8437 2.7124 -0.6317
C -0.3453 2.5747 1.6278 -0.2298
C -0.1993 1.1865 1.6583 0.1647
C 0.4830 0.6067 2.7716 -0.2575
N -0.8785 0.3250 0.7070 -0.9897
C -2.1170 -0.3609 1.3426 0.1447
C -2.2911 -0.1419 2.9010 -0.6360
C -3.4687 0.2578 0.8305 -0.6430
C -2.1276 -1.9352 1.2713 -0.6542
H 2.5949 1.0490 5.2102 0.2184
H 0.9393 0.9361 5.9351 0.2206
H 1.5726 -0.4065 4.9367 0.2050
H 1.1686 3.3533 4.6107 0.2016
H -0.5928 5.1270 3.6118 0.2179
H 0.9970 5.3267 2.7764 0.2190
H -0.5272 5.2082 1.8083 0.2167
H -0.8870 3.0349 0.8127 0.2157
H 0.5645 -0.4368 2.9082 0.1707
H -2.3326 0.9304 3.1760 0.2194
H -3.2298 -0.6089 3.2744 0.2066
H -1.5170 -0.6507 3.5066 0.1998
H -3.7960 0.1528 -0.2093 0.2056
H -4.3314 -0.1918 1.3703 0.2018
H -3.4730 1.3463 1.0469 0.2171
H -1.8800 -2.4504 0.3311 0.2031
H -1.4405 -2.3821 2.0157 0.1917
H -3.1266 -2.3255 1.5661 0.2215
```

Summary:
**Molecular weight**: 465.98 u
**Lowest unoccupied orbital energy**: 0.00 eV
**ΔE to the lowest compared entry with this formula, charge and spin**: 1.581 eV

***

4.
# C11H14CaN2OP

C11H14CaN2OP as an isolated structure (wB97M-V/def2-TZVPD, the Open Molecules 2025 dataset).

```
30
Properties=species:S:1:pos:R:3:nbo_charge:R:1
C -4.1690 0.0200 -1.3396 -0.3881
C -3.4655 -0.3292 -2.5355 -0.3742
C -2.6277 0.7504 -2.8847 -0.4243
C -2.8191 1.7962 -1.9119 -0.4536
C -3.7674 1.3295 -0.9631 -0.4082
Ca -1.5001 0.1125 -0.7027 1.3393
P -1.8390 -2.2317 0.6403 -0.1777
H -4.8788 -0.6220 -0.8084 0.2147
H -3.5803 -1.2580 -3.0887 0.2184
H -1.9377 0.7844 -3.7229 0.2221
H -4.1110 1.8683 -0.0913 0.2222
H -2.2153 2.7075 -1.8323 0.2221
H -0.5355 -2.9186 0.5444 0.0727
H -2.8465 -3.2509 0.3132 0.0193
H -1.9878 -1.9915 2.0955 -0.0080
N 5.2660 0.9195 1.5356 -0.8582
C 4.2034 0.2994 2.1289 0.6247
O 4.2550 -0.0699 3.3016 -0.7144
C 2.9773 0.1012 1.3033 -0.3424
C 2.8403 0.3986 -0.0680 -0.2749
C 1.6009 0.2645 -0.6746 -0.0321
N 0.5548 -0.1916 0.0526 -0.8730
C 0.6420 -0.4322 1.3824 -0.1730
C 1.8593 -0.3486 2.0083 -0.1507
H 6.0782 1.0794 2.1157 0.3818
H 5.2720 1.2833 0.5954 0.3816
H 3.6734 0.7378 -0.6749 0.1787
H 1.4210 0.5264 -1.7218 0.1709
H -0.2442 -0.7489 1.9374 0.1611
H 1.8814 -0.5860 3.0655 0.2230
```

Summary:
**Molecular weight**: 261.30 u
**Lowest unoccupied orbital energy**: 2.86 eV
**Net charge**: -1
**ΔE to the lowest compared entry with this formula, charge and spin**: 0.000 eV

***

5.
# C5H7NO

One molecule with the formula C5H7NO (wB97M-V/def2-TZVPD, the Open Molecules 2025 dataset).

```
14
Properties=species:S:1:pos:R:3:nbo_charge:R:1
C 1.6401 1.0066 -0.1326 0.5837
C -2.5167 0.9334 0.2778 -0.3419
C -1.3708 0.5646 -0.3165 -0.0587
C 0.7880 -0.3237 -0.2719 -0.1654
C 1.5858 -1.4757 0.3187 -0.5977
N -0.4064 -0.0921 0.3513 -0.4101
O 1.4381 2.1238 0.0954 -0.4339
H -3.3004 1.4209 -0.2757 0.1950
H -2.6843 0.7329 1.3206 0.2023
H -1.2240 0.7728 -1.3841 0.1584
H 0.7479 -0.3897 -1.3831 0.2058
H 1.6631 -1.3511 1.3957 0.2242
H 2.5818 -1.5196 -0.1144 0.2146
H 1.0578 -2.4032 0.1188 0.2236
```

Summary:
**Molecular weight**: 97.12 u
**Lowest unoccupied orbital energy (spin up / spin down)**: -0.18 / -0.86 eV
**ΔE to the lowest compared entry with this formula, charge and spin**: 3.462 eV

***

6.
# C19H14F2N2O2

A 2-piece molecular cluster, C19H14F2N2O2 overall (wB97M-V/def2-TZVPD, the Open Molecules 2025 dataset).

```
39
Properties=species:S:1:pos:R:3:nbo_charge:R:1
F -2.5781 -2.0413 4.0546 -0.3208
C -2.1802 -0.7326 3.9215 0.3840
C -1.8777 -0.0062 5.0720 -0.1882
C -1.4784 1.3315 4.9099 -0.2036
C -1.4039 1.9077 3.6482 -0.0970
C -1.7232 1.1618 2.4823 -0.1398
C -1.6537 1.7623 1.1883 0.1213
C -1.8332 1.0269 0.0250 -0.3220
C -1.7706 1.5326 -1.2640 0.0880
C -2.0462 0.7413 -2.4204 -0.1558
C -2.4654 -0.6185 -2.3047 -0.1662
C -2.7489 -1.3293 -3.4609 0.3791
F -3.1694 -2.6313 -3.3297 -0.3197
C -2.6375 -0.7913 -4.7425 -0.2031
C -2.2096 0.5430 -4.8533 -0.2005
C -1.9169 1.2945 -3.7230 -0.1237
C -2.1064 -0.2045 2.6423 -0.2030
H -1.9500 -0.4732 6.0506 0.2494
H -1.2272 1.9249 5.7880 0.2414
H -1.1016 2.9491 3.5113 0.2532
H -1.4376 2.8310 1.1130 0.2734
H -2.0280 -0.0384 0.1316 0.2018
H -1.4944 2.5819 -1.3952 0.2432
H -2.5786 -1.1016 -1.3342 0.2248
H -2.8757 -1.3945 -5.6146 0.2500
H -2.1092 0.9935 -5.8401 0.2386
H -1.5828 2.3313 -3.8021 0.2335
H -2.3550 -0.8357 1.7893 0.2288
N -3.6469 4.8430 1.5246 -0.6843
C -3.0443 6.0848 1.4390 0.7490
O -1.8486 6.2621 1.2496 -0.7073
N -3.8988 7.1820 1.5859 -0.6474
C -5.2736 7.2073 1.8073 0.6239
O -5.8622 8.2871 1.9135 -0.6733
C -5.8117 5.8769 1.8796 -0.4955
C -4.9522 4.8040 1.7311 0.0846
H -3.4398 8.0759 1.5219 0.4067
H -6.8672 5.7368 2.0475 0.2141
H -5.3808 3.7917 1.7878 0.1623
```

Summary:
**Molecular weight**: 340.33 u
**Lowest unoccupied orbital energy**: -3.84 eV
**ΔE to the lowest compared entry with this formula, charge and spin**: 0.000 eV

***

7.
# C7H15N

A 2-piece molecular cluster, C7H15N overall (wB97M-V/def2-TZVPD, the Open Molecules 2025 dataset).

```
23
Properties=species:S:1:pos:R:3:nbo_charge:R:1
C 0.1841 -1.1169 -2.0146 -0.6370
C 0.6198 -0.2430 -0.8389 -0.0493
C 0.6261 -0.8499 0.4859 -0.4385
C -0.3905 0.2733 0.3376 -0.1505
C 0.1304 1.5379 1.0687 -0.5945
C -1.7354 0.2474 0.0866 0.1139
C -2.6192 -0.7601 0.6898 -0.7013
N 3.0240 0.9195 0.1658 -1.2713
H 1.0182 -1.2329 -2.7081 0.2415
H -0.6445 -0.6403 -2.5563 0.2081
H -0.2403 -2.0564 -1.6823 0.2056
H 1.3146 0.5353 -1.1199 0.2972
H 0.1912 -1.8003 0.7757 0.2127
H 1.5340 -0.5614 1.0099 0.2979
H 0.1179 1.2730 2.1287 0.2154
H 1.1068 1.8264 0.6935 0.2923
H -0.5986 2.3575 1.0103 0.1948
H -2.1457 1.1125 -0.4318 0.2087
H -2.3376 -1.8038 0.5999 0.2452
H -3.6636 -0.7109 0.3772 0.2290
H -2.7480 -0.5538 1.7617 0.2588
H 3.8898 0.5767 0.6009 0.3140
H 3.3667 1.6702 -0.4402 0.3074
```

Summary:
**Molecular weight**: 113.20 u
**Lowest unoccupied orbital energy**: -1.80 eV
**ΔE to the lowest compared entry with this formula, charge and spin**: 6.804 eV

***

8.
# C13H7Cl2NO4RbS

C13H7Cl2NO4RbS as an isolated structure (wB97M-V/def2-TZVPD, the Open Molecules 2025 dataset).

```
29
Properties=species:S:1:pos:R:3:nbo_charge:R:1
Rb -1.4250 -0.5919 0.6465 0.9555
O 2.0001 4.4327 1.2415 -0.6965
C 1.4374 3.1980 1.1883 0.7591
O 1.5493 2.5053 0.2131 -0.5663
C 0.7041 2.8422 2.4366 0.0531
C 0.6549 3.7103 3.5169 -0.2316
C -0.0905 3.3201 4.6194 -0.1817
C -0.7429 2.1057 4.5809 -0.2191
C -0.6002 1.2797 3.4624 0.1414
N 0.1161 1.6462 2.3999 -0.4016
C -1.2965 -0.0721 3.3898 0.6958
O -2.5378 -0.0233 3.3276 -0.7400
O -0.5443 -1.0514 3.2332 -0.7557
H 2.4391 4.5581 0.3908 0.4946
H 1.1697 4.6580 3.4865 0.2289
H -0.1705 3.9635 5.4864 0.2101
H -1.3751 1.7730 5.3929 0.2276
Cl -1.2730 0.9618 -2.1360 -0.0649
C -2.4099 0.4871 -3.4056 -0.0539
C -2.4149 1.3196 -4.5080 -0.2366
C -3.2538 1.0391 -5.5761 -0.2623
C -4.0670 -0.0807 -5.5048 -0.2321
C -4.0358 -0.8875 -4.3854 -0.0628
Cl -5.0984 -2.2740 -4.4033 -0.0235
C -3.2164 -0.6635 -3.2522 -0.1944
S -3.2655 -1.6839 -1.8741 -0.4767
H -1.7584 2.1780 -4.5137 0.2159
H -3.2754 1.6803 -6.4465 0.2032
H -4.7353 -0.3441 -6.3126 0.2146
```

Summary:
**Molecular weight**: 429.64 u
**Lowest unoccupied orbital energy**: 2.26 eV
**Net charge**: -1

***

Among the records above, which one has the lowest molecular weight? C5H7NO